1.
10 unconnected molecules or ions with the total composition C48H98BO10 at a distorted geometry, computed with ωB97M-V/def2-TZVPD.

Element x y z (Å)
1 C 1.0090 0.0021 -8.0893
2 C 1.4687 -0.4027 -6.7001
3 C 1.4594 0.6453 -5.4399
4 B 0.1725 0.5212 -4.4256
5 C 0.1897 1.7434 -3.2751
6 C 1.6699 2.3967 -3.0286
7 C -1.2051 0.7860 -5.2994
8 C -2.5980 0.3583 -4.5545
9 C -3.1878 1.4457 -3.4800
10 C -3.2805 0.7414 -1.9742
11 C -2.7892 1.7222 -0.7548
12 C -2.8542 0.7866 0.6301
13 C -1.3646 0.1527 1.0138
14 C -0.5500 1.3166 1.8319
15 C 0.6963 0.7789 2.7522
16 C 1.5211 2.1494 3.2409
17 O 2.0626 2.8727 2.0432
18 C 3.0643 2.0507 1.3464
19 C 0.1398 -0.8865 -3.5364
20 C -0.2908 -2.2133 -4.4317
21 C 1.4738 -1.1349 -2.6183
22 C 2.7538 -1.7911 -3.4056
23 C 3.1008 -3.2394 -2.7172
24 H 1.2666 1.0459 -8.5506
25 H 0.3465 -0.7260 -8.7559
26 H 1.8013 -1.5461 -6.6171
27 H 2.5148 0.5389 -4.9152
28 H 1.4140 1.7472 -5.8973
29 H -0.2148 1.3158 -2.2597
30 H -0.4937 2.6295 -3.6913
31 H 1.8945 3.0917 -3.9701
32 H 1.7700 3.0497 -2.0543
33 H 2.5566 1.6058 -3.0126
34 H -1.2152 0.2243 -6.3526
35 H -1.3204 1.9394 -5.5841
36 H -3.4185 0.2774 -5.4188
37 H -2.5919 -0.6887 -4.0322
38 H -2.6553 2.4875 -3.4763
39 H -4.3231 1.6665 -3.7759
40 H -4.4259 0.4841 -1.7593
41 H -2.7037 -0.2733 -1.8959
42 H -1.6738 2.0872 -0.8327
43 H -3.5400 2.6164 -0.5742
44 H -3.3710 1.3383 1.5235
45 H -3.5294 -0.1543 0.3624
46 H -1.5309 -0.7610 1.7552
47 H -0.7948 -0.2846 0.0816
48 H -1.3365 1.8019 2.5871
49 H -0.2298 2.1311 1.0286
50 H 0.2948 0.2506 3.7433
51 H 1.3963 -0.0045 2.2341
52 H 0.6715 2.8709 3.6677
53 H 2.3500 1.9124 4.0414
54 H 2.6730 1.6124 0.3211
55 H 3.4038 1.1797 2.0550
56 H 3.9754 2.7658 1.1024
57 H -0.7599 -0.7346 -2.7656
58 H -1.2987 -2.6587 -3.9724
59 H -0.5345 -1.9713 -5.5522
60 H 0.4891 -3.0899 -4.3851
61 H 1.8321 -0.1885 -2.0042
62 H 1.1573 -1.9327 -1.7881
63 H 3.6796 -1.0710 -3.1848
64 H 2.6330 -1.8081 -4.5692
65 H 3.9794 -3.7903 -3.2891
66 H 2.1378 -3.9351 -2.7107
67 H 3.3770 -3.0616 -1.5705
68 C -4.3312 -5.5128 -3.1941
69 C -4.3338 -4.0911 -3.6893
70 O -3.2841 -3.4957 -3.9270
71 C -5.6704 -3.4263 -3.8824
72 H -3.2975 -5.8629 -3.1020
73 H -4.8071 -5.5648 -2.2117
74 H -4.8559 -6.1551 -3.9059
75 H -6.2060 -3.3853 -2.9306
76 H -6.2548 -3.9756 -4.6248
77 H -5.5181 -2.4034 -4.2431
78 C -8.0640 -7.0190 -1.1109
79 C -8.0666 -5.5974 -1.6061
80 O -7.0169 -5.0020 -1.8438
81 C -9.4032 -4.9325 -1.7992
82 H -7.0303 -7.3692 -1.0188
83 H -8.5399 -7.0710 -0.1285
84 H -8.5887 -7.6613 -1.8227
85 H -9.9387 -4.8916 -0.8474
86 H -9.9876 -5.4818 -2.5416
87 H -9.2509 -3.9097 -2.1599
88 C 3.3179 4.4553 4.9861
89 C 3.6670 4.0278 6.3866
90 O 2.8265 3.5206 7.1278
91 C 5.0842 4.2446 6.8453
92 H 2.2619 4.2381 4.7930
93 H 3.4801 5.5303 4.8746
94 H 3.9261 3.9017 4.2662
95 H 5.3250 5.3102 6.8166
96 H 5.7711 3.6818 6.2083
97 H 5.1905 3.8889 7.8756
98 C 5.5988 5.9518 10.5776
99 C 6.9327 5.9721 9.8803
100 O 7.0171 5.8484 8.6594
101 C 8.1595 6.1497 10.7344
102 H 4.8039 5.8168 9.8364
103 H 5.5622 5.1198 11.2853
104 H 5.4361 6.9001 11.0961
105 H 8.2369 5.3265 11.4490
106 H 8.1109 7.1067 11.2599
107 H 9.0496 6.1449 10.0963
108 C -6.6777 0.0854 4.5438
109 C -5.3438 0.1057 3.8464
110 O -5.2594 -0.0180 2.6256
111 C -4.1170 0.2833 4.7005
112 H -7.4726 -0.0496 3.8025
113 H -6.7143 -0.7466 5.2514
114 H -6.8403 1.0337 5.0622
115 H -4.0396 -0.5399 5.4152
116 H -4.1656 1.2404 5.2260
117 H -3.2269 0.2785 4.0625
118 C 4.1870 -1.8500 4.0975
119 C 3.5414 -1.1588 5.2686
120 O 2.4831 -1.5651 5.7460
121 C 4.2407 0.0487 5.8332
122 H 3.5715 -2.7044 3.7961
123 H 4.2634 -1.1590 3.2543
124 H 5.1772 -2.2153 4.3814
125 H 4.3195 0.8243 5.0672
126 H 5.2334 -0.2318 6.1943
127 H 3.6606 0.4440 6.6738
128 C -6.6641 -4.5328 -8.4173
129 C -7.7116 -4.1708 -7.3986
130 O -7.6512 -4.5902 -6.2438
131 C -8.8358 -3.2759 -7.8473
132 H -5.9154 -5.1832 -7.9525
133 H -7.1255 -5.0697 -9.2499
134 H -6.1669 -3.6281 -8.7764
135 H -9.3939 -3.7568 -8.6544
136 H -8.4353 -2.3153 -8.1810
137 H -9.5162 -3.0993 -7.0075
138 C 5.8728 10.1814 5.2414
139 C 6.5927 9.6207 6.4387
140 O 7.2511 10.3441 7.1845
141 C 6.4759 8.1409 6.6883
142 H 6.0463 11.2614 5.1867
143 H 6.2551 9.7189 4.3280
144 H 4.7986 10.0041 5.3372
145 H 6.8850 7.5875 5.8393
146 H 5.4286 7.8727 6.8485
147 H 7.0462 7.8781 7.5856
148 C 5.7047 -6.9581 -4.2242
149 C 4.4527 -7.4633 -4.8900
150 O 4.4950 -8.3521 -5.7392
151 C 3.1468 -6.8391 -4.4764
152 H 6.5703 -7.4994 -4.6210
153 H 5.8325 -5.8930 -4.4328
154 H 5.6481 -7.1310 -3.1465
155 H 3.1607 -5.7686 -4.6963
156 H 2.9762 -7.0065 -3.4100
157 H 2.3291 -7.3019 -5.0391

## Properties
Charge: -1
Calculated total energy in eV: -72506.2365
M in g/mol: 846.1
E_LUMO in eV: 1.53

---

2.
9 unconnected molecules or ions with the total composition C48H98O9P at a distorted geometry, computed with ωB97M-V/def2-TZVPD.

Element x y z (Å)
1 C -1.3744 1.4254 -3.1584
2 C -0.6479 1.5006 -4.5825
3 C 0.2258 0.2142 -4.9447
4 C 1.4015 -0.0841 -3.8830
5 C 1.2856 -1.5387 -3.2089
6 C 2.4304 -2.5589 -3.7086
7 C 1.9731 -4.0341 -3.2573
8 C 3.1675 -4.9332 -2.7002
9 C 3.6743 -4.5323 -1.2403
10 C 2.5411 -4.6368 -0.1152
11 C 3.0726 -4.1793 1.3324
12 C 1.9484 -3.4791 2.2343
13 C 1.6315 -1.9645 1.7982
14 C 2.8714 -0.9776 2.1321
15 P 2.5637 0.6882 1.2925
16 C 2.6342 0.3766 -0.5595
17 C 3.6734 1.2817 -1.3497
18 O 3.9055 2.4763 -1.1375
19 H -2.3278 2.0539 -3.2254
20 H -1.6995 0.3396 -2.9956
21 H -0.6811 1.7856 -2.3237
22 H -1.4388 1.6580 -5.3915
23 H -0.0109 2.4507 -4.5893
24 H -0.4321 -0.7061 -5.1364
25 H 0.7553 0.4459 -5.9343
26 H 1.3759 0.7692 -3.1190
27 H 2.4090 -0.0015 -4.4144
28 H 1.3880 -1.3804 -2.0829
29 H 0.2821 -2.0245 -3.4228
30 H 3.4662 -2.2839 -3.3335
31 H 2.4269 -2.5321 -4.8530
32 H 1.2210 -3.9142 -2.4172
33 H 1.4846 -4.5791 -4.1255
34 H 2.7657 -6.0074 -2.6168
35 H 4.0640 -4.9903 -3.4105
36 H 4.4685 -5.3125 -0.9534
37 H 4.2149 -3.5259 -1.2065
38 H 2.2339 -5.7299 -0.0212
39 H 1.6404 -3.9869 -0.3486
40 H 4.0150 -3.5311 1.2736
41 H 3.3867 -5.1231 1.8965
42 H 1.0225 -4.1530 2.1709
43 H 2.3382 -3.4369 3.3124
44 H 1.3130 -1.9015 0.7021
45 H 0.7739 -1.6101 2.4754
46 H 2.9230 -0.8994 3.2601
47 H 3.7956 -1.4388 1.6528
48 H 1.2168 1.0774 1.6214
49 H 3.4161 1.7338 1.7565
50 H 2.8865 -0.7242 -0.7604
51 H 1.5879 0.5287 -1.0018
52 H 4.2211 0.7834 -2.2287
53 C 0.6025 5.6754 2.1481
54 C -0.7241 5.4735 2.8507
55 C -1.1599 4.1214 2.3208
56 O 0.0389 3.3758 2.0542
57 C 1.1618 4.2668 2.1209
58 H 1.2618 6.3851 2.6495
59 H 0.4318 6.0296 1.1265
60 H -0.5663 5.4183 3.9318
61 H -1.4508 6.2621 2.6524
62 H -1.7094 4.2209 1.3791
63 H -1.7828 3.5736 3.0304
64 H 1.7141 4.0409 3.0408
65 H 1.8212 4.0925 1.2658
66 C -2.3972 5.4488 -8.3736
67 C -0.9400 5.2631 -8.0132
68 C -1.0330 4.5949 -6.6546
69 O -2.2448 3.8258 -6.6515
70 C -3.0260 4.1959 -7.7995
71 H -2.5742 5.5615 -9.4442
72 H -2.7956 6.3333 -7.8655
73 H -0.4637 4.5868 -8.7303
74 H -0.3703 6.1938 -7.9919
75 H -1.1052 5.3357 -5.8506
76 H -0.1819 3.9408 -6.4505
77 H -2.9836 3.3669 -8.5148
78 H -4.0652 4.3474 -7.5028
79 C 0.2971 -4.3188 7.7137
80 C -0.5419 -5.0315 6.6748
81 C 0.0001 -4.4553 5.3814
82 O 1.3813 -4.1422 5.6137
83 C 1.6434 -4.2277 7.0223
84 H 0.3451 -4.8384 8.6717
85 H -0.1024 -3.3142 7.8885
86 H -0.3464 -6.1076 6.7151
87 H -1.6152 -4.8749 6.7939
88 H -0.5144 -3.5254 5.1130
89 H -0.0825 -5.1528 4.5445
90 H 2.2409 -5.1286 7.1976
91 H 2.2223 -3.3584 7.3419
92 C -8.5065 5.8948 -8.2953
93 C -8.3029 6.5100 -6.9273
94 C -7.1157 5.7259 -6.4027
95 O -6.3250 5.3590 -7.5425
96 C -7.0805 5.6216 -8.7330
97 H -9.0490 6.5376 -8.9901
98 H -9.0557 4.9525 -8.2006
99 H -8.0362 7.5665 -7.0318
100 H -9.1780 6.4417 -6.2795
101 H -7.4361 4.8038 -5.9057
102 H -6.5064 6.3042 -5.7043
103 H -6.6410 6.4974 -9.2227
104 H -7.0052 4.7690 -9.4114
105 C 1.3241 -10.4444 6.9140
106 C 2.3939 -9.5994 7.5711
107 C 1.9258 -8.1931 7.2505
108 O 0.4943 -8.2395 7.1723
109 C 0.0780 -9.6129 7.1484
110 H 1.2464 -11.4522 7.3241
111 H 1.5227 -10.5260 5.8403
112 H 2.3804 -9.7601 8.6537
113 H 3.4020 -9.8058 7.2084
114 H 2.3045 -7.8596 6.2776
115 H 2.2283 -7.4674 8.0092
116 H -0.3754 -9.8425 8.1185
117 H -0.6745 -9.7552 6.3701
118 C -2.2342 9.3765 -4.4318
119 C -1.8607 7.9144 -4.5474
120 C -3.1164 7.2266 -4.0467
121 O -4.2175 8.0809 -4.3820
122 C -3.7057 9.3542 -4.7995
123 H -1.6449 10.0333 -5.0734
124 H -2.1122 9.7102 -3.3963
125 H -1.6878 7.6579 -5.5979
126 H -0.9700 7.6420 -3.9787
127 H -3.0997 7.1123 -2.9572
128 H -3.2645 6.2423 -4.4978
129 H -3.8450 9.4325 -5.8833
130 H -4.2716 10.1538 -4.3173
131 C -2.2528 3.0654 7.2382
132 C -3.4479 3.9938 7.2257
133 C -2.8009 5.3359 6.9451
134 O -1.6352 5.0770 6.1483
135 C -1.3761 3.6665 6.1569
136 H -2.5056 2.0209 7.0494
137 H -1.7461 3.1254 8.2066
138 H -4.1192 3.7233 6.4043
139 H -4.0225 3.9835 8.1528
140 H -2.4735 5.8205 7.8707
141 H -3.4654 6.0185 6.4112
142 H -1.6381 3.2711 5.1692
143 H -0.3123 3.4898 6.3318
144 C 6.5546 -8.2432 2.4394
145 C 5.2711 -8.6317 3.1417
146 C 4.3662 -7.4594 2.8159
147 O 4.7793 -6.9593 1.5355
148 C 6.0353 -7.5612 1.1887
149 H 7.2098 -9.0878 2.2224
150 H 7.1109 -7.5269 3.0525
151 H 4.8690 -9.5485 2.6991
152 H 5.3883 -8.7939 4.2142
153 H 4.4842 -6.6509 3.5462
154 H 3.3114 -7.7417 2.7765
155 H 5.8499 -8.2865 0.3893
156 H 6.7180 -6.7960 0.8130

## Properties
Charge: +1
Energy relative to the best compared isomer or geometry (same formula, charge and spin) in kcal per mole: 69.14
Calculated total energy in eV: -79069.2104
M in g/mol: 850.3
E_LUMO in eV: -2.76

---

Orbital gap across the listed records, respectively: 5.85; 7.73 eV.